[1]
Formula: C28H23Cl3N2O2S2SbSe4Tl
Source: OMol25
Level of theory: the ωB97M-V functional and the def2-TZVPD basis

Geometry (Å):
Tl 10.8910 10.6293 5.8970
Cl 21.9140 12.1474 16.1641
C 21.1005 11.2238 14.8805
C 19.7131 11.3849 14.7613
C 19.0591 10.7445 13.6266
C 19.7713 9.9000 12.9784
C 18.9554 9.2092 11.7827
C 18.8972 10.2254 10.5831
N 20.1818 10.7120 10.1391
C 20.9991 10.1891 9.2465
C 21.9618 11.1509 8.9746
N 21.6514 12.3049 9.7116
C 20.5787 11.9868 10.3759
O 17.6052 9.2130 12.2184
C 17.0907 7.8893 12.1585
C 17.1393 7.3033 10.7880
C 17.9875 6.2448 10.4946
Cl 19.3169 5.6924 11.5042
S 17.8548 5.5978 8.9242
C 16.6804 6.7886 8.5675
C 16.3370 7.5858 9.5914
C 21.1609 9.8018 13.0454
Cl 22.1550 8.8791 11.9535
C 21.8665 10.4850 14.1555
H 18.9952 11.9001 15.6535
H 18.1047 10.7385 13.6255
H 19.4523 8.3074 11.4525
H 18.3951 11.0668 11.1081
H 18.2822 9.7301 9.7274
H 20.8112 9.2020 8.6504
H 22.7496 11.0824 8.3000
H 20.1687 12.6523 11.1345
H 16.0852 7.9350 12.5073
H 17.6602 7.2573 12.8932
H 16.1472 6.7527 7.6315
H 15.6306 8.4129 9.4476
H 22.8496 10.8398 13.7107
O 15.2575 12.2723 11.8463
S 13.9959 12.4490 12.6838
C 13.3205 10.8288 12.8833
C 12.4193 10.6220 13.9162
C 11.5956 9.4865 13.9671
C 11.6727 8.5656 12.9257
C 12.4430 8.8583 11.8502
C 13.2922 9.9319 11.7732
C 12.6472 13.1486 11.7056
C 11.8265 14.0739 12.2822
C 10.6997 14.5630 11.5847
C 10.5044 14.1015 10.3078
C 11.3576 13.1772 9.7496
C 12.4571 12.6704 10.4171
H 12.2159 11.3627 14.7246
H 10.9218 9.3773 14.8345
H 10.9605 7.7632 12.8765
H 12.4618 8.2222 10.9660
H 14.1213 9.9616 11.1702
H 11.9992 14.3787 13.3188
H 9.9973 15.1294 12.1396
H 9.5339 14.3582 9.7939
H 11.2576 12.9511 8.6966
H 13.1682 11.9542 9.9695
Se 10.4755 9.8551 8.7864
Sb 8.3433 10.6743 7.7031
Se 8.3149 9.1030 5.8474
Se 6.3563 10.9126 9.1171
Se 8.9655 12.8422 6.5647

Output
E_HOMO = -1.4 eV
Net charge = -2
Relative energy (zero: lowest compared OMol25 entry of this formula, charge and spin) = 91.9 kcal/mol
Molar mass = 1232.0 g/mol
Frontier orbital gap = 4.07 eV

[2]
Formula: C28H23CuN3P
Source: OMol25
Level of theory: the ωB97M-V functional and the def2-TZVPD basis

Geometry (Å):
Cu 0.7124 1.2497 -0.2248
N 1.3579 -1.3942 -1.5855
P -0.2676 -0.9157 -1.2337
C -1.0467 -2.4229 -1.9789
C -0.5363 -3.7120 -1.8619
C -1.2151 -4.7783 -2.4215
C -2.4115 -4.5722 -3.0903
C -2.9334 -3.2943 -3.1948
C -2.2506 -2.2253 -2.6431
C -0.4511 -1.4678 0.5066
C -1.5346 -0.9442 1.2032
C -1.7901 -1.3453 2.5012
C -0.9677 -2.2796 3.1123
C 0.1171 -2.7966 2.4230
C 0.3795 -2.3918 1.1265
C 2.4200 -0.5223 -1.6108
C 3.5670 -0.8093 -2.3545
C 4.6405 0.0576 -2.3076
C 4.5617 1.1740 -1.4802
C 3.4051 1.3861 -0.7676
N 2.3376 0.5795 -0.8474
H 1.4307 -2.1430 -2.2643
H 0.3811 -3.8937 -1.3213
H -0.8092 -5.7758 -2.3370
H -2.9413 -5.4078 -3.5214
H -3.8654 -3.1269 -3.7133
H -2.6418 -1.2203 -2.7210
H -2.1588 -0.2084 0.7153
H -2.6268 -0.9291 3.0405
H -1.1715 -2.6013 4.1235
H 0.7608 -3.5206 2.9016
H 1.2388 -2.7804 0.5979
H 3.6145 -1.7100 -2.9493
H 5.5262 -0.1332 -2.8912
H 5.3818 1.8651 -1.3839
H 3.3073 2.2346 -0.1043
C 0.5325 1.0806 4.0780
C -0.2187 2.2218 4.3358
C -0.6824 2.9805 3.2804
C -0.3940 2.5959 1.9646
N 0.3348 1.4872 1.7500
C 0.7809 0.7603 2.7578
C -0.8400 3.3174 0.7733
C -1.5592 4.5150 0.8496
C -1.9424 5.1628 -0.3063
C -1.6502 4.6073 -1.5444
C -0.9519 3.4149 -1.6140
C -0.5032 2.7448 -0.4790
H 0.9122 0.4611 4.8751
H -0.4406 2.5126 5.3542
H -1.2704 3.8647 3.4730
H 1.3543 -0.1159 2.4880
H -1.8189 4.9560 1.8046
H -2.4742 6.1032 -0.2473
H -1.9596 5.1143 -2.4485
H -0.7310 2.9928 -2.5863

Output
E_HOMO = -6.3 eV
Net charge = 0
Molar mass = 496.0 g/mol
Frontier orbital gap = 6.94 eV

[3]
Formula: C28H23N6O3S5Ti
Source: OMol25
Level of theory: the ωB97M-V functional and the def2-TZVPD basis

Geometry (Å):
Ti 0.2535 0.2749 -0.3357
C 3.1443 -1.1369 -1.0369
O 1.9697 -1.2021 -0.1998
C 1.6615 -2.4405 0.3408
C 2.4769 -3.5525 0.2480
C 2.0605 -4.7304 0.8543
C 0.8545 -4.7897 1.5373
C 0.0465 -3.6692 1.6231
C 0.4491 -2.4885 1.0170
N -0.2974 -1.2764 1.0248
N -1.3141 -1.3061 1.7809
C -2.0662 -0.2085 2.0219
C -1.6097 1.0940 1.7565
O -0.4926 1.2759 1.0923
C -2.3120 2.2155 2.2576
C -3.4725 2.0290 2.9379
C -4.0046 0.7309 3.1947
C -5.2201 0.5691 3.8890
C -5.7168 -0.6827 4.1353
C -5.0105 -1.8125 3.6924
C -3.8263 -1.6806 3.0115
C -3.2989 -0.4044 2.7521
H 4.0266 -1.3422 -0.4321
H 3.0528 -1.8488 -1.8554
H 3.1872 -0.1357 -1.4490
H 3.4152 -3.5219 -0.2840
H 2.6889 -5.6076 0.7861
H 0.5399 -5.7140 2.0012
H -0.8967 -3.6969 2.1478
H -1.9151 3.2004 2.0552
H -4.0266 2.8881 3.2972
H -5.7543 1.4503 4.2218
H -6.6506 -0.8046 4.6666
H -5.4084 -2.7999 3.8861
H -3.2960 -2.5546 2.6618
C 2.4881 3.6126 -2.4058
C 2.0822 2.4563 -1.5680
N 1.2337 1.5438 -1.8821
N 0.7648 1.5426 -3.1883
C 1.5930 1.0458 -4.1880
N 0.9174 0.7069 -5.2926
S 3.2420 0.9347 -4.0664
C 2.6245 2.3156 -0.1952
C 3.6780 3.0704 0.2856
C 4.1265 2.8337 1.5787
C 3.5013 1.8668 2.3439
C 2.4448 1.1610 1.7893
N 2.0273 1.3742 0.5473
H 1.8802 3.6749 -3.3027
H 3.5306 3.5121 -2.7079
H 2.3771 4.5251 -1.8164
H -0.1855 1.1833 -3.2078
H -0.0895 0.6745 -5.3294
H 1.4381 0.3285 -6.0647
H 4.1431 3.8206 -0.3370
H 4.9549 3.4017 1.9796
H 3.8169 1.6579 3.3558
H 1.9132 0.4023 2.3507
O -3.8756 -0.8417 -5.8857
C -3.2020 -0.6937 -4.9146
S -1.7826 -1.7189 -4.5386
C -1.3726 -0.9133 -3.0462
C -2.1499 0.1165 -2.6630
S -1.8392 0.9276 -1.1601
S -3.4992 0.5612 -3.6811
S -0.0194 -1.4038 -2.0876

Output
E_HOMO = -10.2 eV
Net charge = +1
Relative energy (zero: lowest compared OMol25 entry of this formula, charge and spin) = 0.0 kcal/mol
Molar mass = 699.7 g/mol
Frontier orbital gap = 6.14 eV

[4]
Formula: C28H24Cl3CrF6N5O6S7
Source: OMol25
Level of theory: the ωB97M-V functional and the def2-TZVPD basis

Geometry (Å):
Cr 0.1927 -0.3294 -0.3987
F 5.5354 0.6350 -1.5524
C 4.3083 0.1746 -1.4038
F 3.7729 -0.0696 -2.6011
F 4.3475 -0.9766 -0.7211
S 3.2708 1.3713 -0.4732
O 1.9704 0.7071 -0.4070
O 3.9044 1.5465 0.7952
N 3.2971 2.5588 -1.4470
S 2.1625 3.6571 -1.5731
O 1.6056 4.0393 -0.3051
O 1.2680 3.3873 -2.6622
C 3.2144 5.0656 -2.1229
F 3.8227 4.7725 -3.2635
F 4.1189 5.3503 -1.1973
F 2.4249 6.1217 -2.3038
C -1.3162 4.5082 0.7935
N -0.4549 3.6325 1.5763
C 0.3071 4.0149 2.6591
C 1.0114 2.9487 3.0507
N 0.6892 1.8866 2.1912
C -0.2194 2.3484 1.2740
S -0.9902 1.6178 -0.0463
C 1.1882 0.5710 2.4003
C 2.1162 0.3670 3.4173
C 2.5299 -0.9145 3.7095
C 1.9972 -1.9777 2.9995
C 1.1315 -1.6855 1.9739
N 0.7555 -0.4368 1.6432
H -1.3898 5.4594 1.3124
H -2.3049 4.0639 0.7017
H -0.8796 4.6502 -0.1933
H 0.2786 5.0148 3.0524
H 1.6882 2.8586 3.8737
H 2.5413 1.1913 3.9611
H 3.2583 -1.0760 4.4925
H 2.2621 -3.0030 3.2116
H 0.7097 -2.4710 1.3630
Cl 1.7886 -5.0698 -2.7442
C 2.8529 -3.9032 -1.9533
Cl 3.6625 -4.6318 -0.5629
Cl 4.0297 -3.2692 -3.0978
C 2.0286 -2.7891 -1.4585
N 1.3977 -1.9265 -1.0561
O -1.1185 -1.4761 -0.2610
C -2.2860 -1.8301 0.4907
C -2.1330 -1.5601 1.9726
C -1.6901 -2.4468 2.9123
C -1.5384 -1.8701 4.2007
C -1.8824 -0.5528 4.2140
S -2.3870 -0.0096 2.6764
C -2.4772 -3.3230 0.2651
C -3.4796 -4.1283 0.7071
C -3.3206 -5.4810 0.2958
C -2.1987 -5.6666 -0.4492
S -1.3354 -4.2056 -0.6656
C -3.4483 -1.0717 -0.1110
C -4.6491 -0.7781 0.4591
C -5.5602 -0.1774 -0.4544
C -5.0299 -0.0407 -1.6981
S -3.4294 -0.6397 -1.7739
H -1.4846 -3.4835 2.6856
H -1.2122 -2.4137 5.0754
H -1.8994 0.1187 5.0582
H -4.3059 -3.7716 1.3066
H -4.0135 -6.2724 0.5409
H -1.8423 -6.5827 -0.8924
H -4.8805 -0.9828 1.4948
H -6.5589 0.1389 -0.1921
H -5.4923 0.3897 -2.5718
C 1.1443 0.2883 -4.6987
S -0.3473 -0.0414 -3.7746
C -1.2217 1.4701 -4.1405
O 0.0860 0.1288 -2.3357
H 0.8913 0.3551 -5.7565
H 1.8227 -0.5470 -4.5338
H 1.5716 1.2219 -4.3322
H -1.4167 1.5037 -5.2123
H -0.6016 2.3059 -3.8185
H -2.1609 1.4411 -3.5901

Output
E_HOMO (spin up / spin down) = -10.7 / -10.7 eV
Net charge = +1
Relative energy (zero: lowest compared OMol25 entry of this formula, charge and spin) = 5.9 kcal/mol
Molar mass = 1023.3 g/mol
2S+1 = 2
Frontier orbital gap (spin up / spin down) = 7.39 / 7.80 eV

[5]
Formula: C28H24Cl3HgN4O6SSe
Source: OMol25
Level of theory: the ωB97M-V functional and the def2-TZVPD basis

Geometry (Å):
Hg 2.9368 -2.0928 -1.5438
C 3.2828 -1.3439 3.5834
C 2.4298 -2.5692 3.4697
C 1.3347 -2.0676 1.1407
C 2.6530 -1.7878 0.5245
C 3.7041 -1.1959 1.1274
C 3.8426 -0.7642 2.5197
H 3.4307 -0.9136 4.5682
H 2.1240 -2.9101 4.4607
H 0.6295 -2.5850 0.5018
H 4.5569 -0.9393 0.5058
H 4.4828 0.0991 2.6811
O 5.2643 -4.7998 -3.6421
Se 4.8318 -3.2386 -3.6220
O 3.1483 -3.1367 -3.4073
O 5.3258 -2.4389 -2.2546
O 5.2418 -2.4414 -4.9708
N -0.3665 2.5285 -0.6052
C 0.9298 3.1144 -0.2743
O 0.9255 4.1820 0.3777
C 2.0699 2.4068 -0.7212
C 3.3963 2.9283 -0.5646
C 4.4565 2.2264 -1.0846
C 4.2603 1.0018 -1.7321
N 3.0168 0.4641 -1.8291
C 1.9920 1.1317 -1.3532
H -1.0372 3.2778 -0.4593
H -0.3933 2.2691 -1.5886
H 3.5313 3.8672 -0.0438
H 5.4665 2.6098 -0.9834
H 5.0684 0.3985 -2.1262
H 1.0341 0.6218 -1.4146
Cl -7.5910 4.5655 0.6455
C -6.2696 3.4527 0.4139
C -5.9716 2.5302 1.3987
C -4.9148 1.6566 1.2001
C -4.1530 1.6800 0.0370
C -3.0077 0.7004 -0.1418
C -3.4198 -0.3978 -1.1139
N -2.2926 -1.1915 -1.5680
C -2.3901 -2.3130 -2.3605
C -1.1121 -2.7547 -2.5425
N -0.2328 -1.9406 -1.8793
C -0.9690 -1.0206 -1.3114
O -2.7133 0.0762 1.0888
C -1.4465 0.3445 1.6917
C -0.7747 -0.9274 2.1238
C -1.3461 -2.0303 2.6049
Cl -3.0363 -2.3290 2.8257
S -0.2606 -3.3228 3.0978
C 1.1861 -2.3553 2.6171
C 0.7024 -1.0319 2.0751
C -4.4880 2.6257 -0.9282
Cl -3.5713 2.7471 -2.4029
C -5.5347 3.5176 -0.7543
H -6.5535 2.5011 2.3093
H -4.6497 0.9335 1.9594
H -2.1408 1.2531 -0.5203
H -3.9181 0.0314 -1.9835
H -4.1271 -1.0448 -0.5875
H -3.3418 -2.6747 -2.7117
H -0.7739 -3.6034 -3.1139
H -0.5850 -0.2060 -0.7185
H -1.6081 0.9859 2.5675
H -0.8025 0.9020 1.0057
H 3.0097 -3.3745 3.0042
H 1.2894 -0.1372 2.2473
H -5.7613 4.2498 -1.5153

Output
E_HOMO (spin up / spin down) = 0.2 / -3.2 eV
Net charge = -2
Relative energy (zero: lowest compared OMol25 entry of this formula, charge and spin) = 44.3 kcal/mol
Molar mass = 930.5 g/mol
2S+1 = 2
Frontier orbital gap (spin up / spin down) = 2.92 / 6.29 eV

[6]
Formula: C28H24ClMgN7OS
Source: OMol25
Level of theory: the ωB97M-V functional and the def2-TZVPD basis

Geometry (Å):
Mg 0.1544 0.1767 0.8012
C -3.8364 1.5882 0.2041
C -2.3500 1.4523 0.3416
N -1.8092 0.7743 1.3117
N -2.6526 0.2059 2.1613
C -2.1354 -0.1728 3.3274
N -2.9825 -1.0000 4.0302
S -0.6396 0.2648 4.0031
C -1.4605 2.0709 -0.6424
C -1.9509 2.8191 -1.7133
C -1.0662 3.4313 -2.5846
C 0.2949 3.2970 -2.3837
C 0.7069 2.5171 -1.3167
N -0.1355 1.9218 -0.4756
H -4.2968 1.3434 1.1544
H -4.2053 0.8794 -0.5454
H -4.1274 2.5985 -0.0945
H -3.5382 -1.5958 3.4242
H -2.4885 -1.5128 4.7389
H -3.0167 2.9074 -1.8661
H -1.4379 4.0126 -3.4200
H 1.0154 3.7513 -3.0483
H 1.7616 2.3683 -1.1162
C 1.7880 -0.6071 -4.3414
C 2.3582 -0.1999 -3.1301
C 1.7105 -0.4065 -1.9296
C 0.4306 -1.0399 -1.8573
C -0.1201 -1.4753 -3.1009
C 0.5475 -1.2493 -4.2945
N -0.1618 -1.2201 -0.6597
N -1.4395 -1.8283 -0.7598
C -1.8991 -2.5433 0.2441
C -3.2552 -3.0418 0.1091
C -3.8317 -3.9212 0.9852
C -3.1296 -4.3871 2.1186
C -1.8479 -3.8921 2.3196
C -1.2458 -2.9757 1.4656
H 2.3026 -0.4484 -5.2836
H 3.3315 0.2853 -3.1301
H 2.1910 -0.1119 -0.9978
H -1.0772 -1.9741 -3.0850
H 0.0937 -1.5863 -5.2221
H -3.7962 -2.6967 -0.7665
H -4.8472 -4.2651 0.8085
H -3.5685 -5.1025 2.8048
H -1.2834 -4.2055 3.1952
Cl 3.8447 -1.2401 0.7406
C 4.0643 0.4818 0.5825
C 5.1662 0.9320 -0.1231
C 5.3889 2.2933 -0.2927
C 4.4649 3.1828 0.2468
C 3.3632 2.7231 0.9477
C 3.1033 1.3469 1.1702
C 1.9388 0.9090 1.9070
H 5.8539 0.2072 -0.5432
H 6.2580 2.6469 -0.8357
H 4.6185 4.2501 0.1283
H 2.6512 3.4365 1.3523
H 2.0884 0.0032 2.4996
H 1.5068 1.6993 2.5224
O 1.7061 -2.8666 3.4708
C 0.8667 -2.6978 2.6546
N 0.0619 -2.5136 1.7878

Output
E_HOMO = 0.3 eV
Net charge = -2
Molar mass = 566.4 g/mol
Frontier orbital gap = 4.20 eV

[7]
Formula: C28H24ClN2O5Pt
Source: OMol25
Level of theory: the ωB97M-V functional and the def2-TZVPD basis

Geometry (Å):
Pt 0.4245 -0.1885 0.4578
O -1.4769 -5.6874 0.1802
C -1.5256 -5.1602 -1.0324
O -1.9019 -5.7690 -1.9945
C -1.0536 -3.7444 -1.1782
C -0.9797 -3.0501 -2.3857
Cl -1.3839 -3.5099 -3.9540
N -0.4710 -1.8204 -2.1493
N -0.2422 -1.6816 -0.8358
C -0.5805 -2.8208 -0.2447
C -0.4489 -2.8371 1.2492
O -0.6746 -3.8381 1.8953
O -0.1023 -1.6879 1.7630
C -0.3533 -0.7227 -3.0720
C 0.8143 -0.5687 -3.7977
C 0.9056 0.4854 -4.6918
C -0.1597 1.3616 -4.8427
C -1.3249 1.1895 -4.1064
C -1.4297 0.1359 -3.2129
H -1.1197 -5.0686 0.8607
H 1.6320 -1.2649 -3.6618
H 1.8084 0.6211 -5.2716
H -0.0854 2.1804 -5.5456
H -2.1574 1.8674 -4.2376
H -2.3337 -0.0261 -2.6401
C 3.0079 1.5777 -2.0660
C 2.2213 1.6682 -0.7703
C 1.9523 3.1122 -0.3674
O 0.9846 0.9878 -0.9602
H 3.9384 2.1407 -1.9810
H 2.4219 1.9966 -2.8851
H 3.2556 0.5417 -2.3070
H 2.7977 1.1756 0.0257
H 1.4026 3.6193 -1.1618
H 2.8860 3.6482 -0.1932
H 1.3510 3.1604 0.5447
C 4.4917 2.6299 4.4460
C 4.3615 1.2624 4.6614
C 3.2963 0.5884 4.1024
C 2.3445 1.2832 3.3292
C 2.4987 2.6679 3.1131
C 3.5652 3.3319 3.6745
C 1.2454 0.5358 2.8228
C 0.2482 0.9700 1.9509
C -0.7087 2.0231 2.0591
C -1.0741 2.5013 3.3339
C -2.0103 3.5043 3.4504
C -2.5833 4.0477 2.3022
C -2.2271 3.5915 1.0380
C -1.2999 2.5768 0.9080
H 5.3283 3.1598 4.8826
H 5.0880 0.7345 5.2628
H 3.1773 -0.4771 4.2537
H 1.7757 3.2066 2.5153
H 3.6890 4.3941 3.5167
H 1.1998 -0.5248 3.0690
H -0.6240 2.0681 4.2181
H -2.3032 3.8660 4.4262
H -3.3168 4.8376 2.3981
H -2.6748 4.0305 0.1573
H -0.9951 2.2198 -0.0692

Output
E_HOMO (spin up / spin down) = -12.0 / -12.0 eV
Net charge = +1
Molar mass = 699.0 g/mol
Frontier orbital gap (spin up / spin down) = 6.36 / 6.36 eV

net charge of number 3 (C28H23N6O3S5Ti)?
+1

Copy entry 7 word for word.
Formula: C28H24ClN2O5Pt
Source: OMol25
Level of theory: the ωB97M-V functional and the def2-TZVPD basis

Geometry (Å):
Pt 0.4245 -0.1885 0.4578
O -1.4769 -5.6874 0.1802
C -1.5256 -5.1602 -1.0324
O -1.9019 -5.7690 -1.9945
C -1.0536 -3.7444 -1.1782
C -0.9797 -3.0501 -2.3857
Cl -1.3839 -3.5099 -3.9540
N -0.4710 -1.8204 -2.1493
N -0.2422 -1.6816 -0.8358
C -0.5805 -2.8208 -0.2447
C -0.4489 -2.8371 1.2492
O -0.6746 -3.8381 1.8953
O -0.1023 -1.6879 1.7630
C -0.3533 -0.7227 -3.0720
C 0.8143 -0.5687 -3.7977
C 0.9056 0.4854 -4.6918
C -0.1597 1.3616 -4.8427
C -1.3249 1.1895 -4.1064
C -1.4297 0.1359 -3.2129
H -1.1197 -5.0686 0.8607
H 1.6320 -1.2649 -3.6618
H 1.8084 0.6211 -5.2716
H -0.0854 2.1804 -5.5456
H -2.1574 1.8674 -4.2376
H -2.3337 -0.0261 -2.6401
C 3.0079 1.5777 -2.0660
C 2.2213 1.6682 -0.7703
C 1.9523 3.1122 -0.3674
O 0.9846 0.9878 -0.9602
H 3.9384 2.1407 -1.9810
H 2.4219 1.9966 -2.8851
H 3.2556 0.5417 -2.3070
H 2.7977 1.1756 0.0257
H 1.4026 3.6193 -1.1618
H 2.8860 3.6482 -0.1932
H 1.3510 3.1604 0.5447
C 4.4917 2.6299 4.4460
C 4.3615 1.2624 4.6614
C 3.2963 0.5884 4.1024
C 2.3445 1.2832 3.3292
C 2.4987 2.6679 3.1131
C 3.5652 3.3319 3.6745
C 1.2454 0.5358 2.8228
C 0.2482 0.9700 1.9509
C -0.7087 2.0231 2.0591
C -1.0741 2.5013 3.3339
C -2.0103 3.5043 3.4504
C -2.5833 4.0477 2.3022
C -2.2271 3.5915 1.0380
C -1.2999 2.5768 0.9080
H 5.3283 3.1598 4.8826
H 5.0880 0.7345 5.2628
H 3.1773 -0.4771 4.2537
H 1.7757 3.2066 2.5153
H 3.6890 4.3941 3.5167
H 1.1998 -0.5248 3.0690
H -0.6240 2.0681 4.2181
H -2.3032 3.8660 4.4262
H -3.3168 4.8376 2.3981
H -2.6748 4.0305 0.1573
H -0.9951 2.2198 -0.0692

Output
E_HOMO (spin up / spin down) = -12.0 / -12.0 eV
Net charge = +1
Molar mass = 699.0 g/mol
Frontier orbital gap (spin up / spin down) = 6.36 / 6.36 eV

The lowest molar mass belongs to which entry?
C28H23CuN3P